Formula: C9H47NO24
Source: the Open Molecules 2025 dataset
Level of theory: wB97M-V/def2-TZVPD

Geometry as XYZ:
```
81
Properties=species:S:1:pos:R:3
O -2.37583 1.10771 2.76559
O -3.04229 -1.53406 2.01616
O 3.17816 -0.32045 -3.10429
N 0.69968 -1.37147 -0.90294
O 0.96668 -0.05739 -3.65942
C -1.74361 0.47724 1.93613
C -2.04175 -0.92515 1.59838
C 1.98866 -0.28688 -2.77162
C -0.06671 -0.94710 0.05470
C -0.59876 1.08728 1.26813
C 0.12133 0.46020 0.29375
C -1.12850 -1.75226 0.73580
C 1.12558 1.02602 -0.67824
C 1.69559 -0.36330 -1.30655
H 1.38983 0.11274 -4.51517
H -0.39197 2.04791 1.57527
H -1.82554 -2.21884 -0.03042
H -0.58709 -2.54453 1.28591
H 0.63955 1.73182 -1.38182
H 1.89589 1.53873 -0.06669
H 2.66269 -0.59663 -0.76058
O -3.88210 -1.05143 4.90471
H -4.35593 -0.51359 4.19058
H -2.91183 -1.14820 4.63458
O 5.02357 -1.74772 -5.17330
H 4.76590 -2.70434 -4.96776
H 4.59660 -1.14989 -4.47756
O -5.13641 -3.14472 1.70828
H -4.67444 -4.04291 1.76832
H -4.50648 -2.44139 2.07198
O 1.32417 1.05044 3.73285
H 1.76964 1.90710 3.43044
H 0.98987 1.18576 4.67820
O 4.48213 0.88983 0.90686
H 4.19254 0.10820 1.48041
H 5.03961 0.53056 0.14273
O 2.63093 2.82830 2.23831
H 3.19060 2.41457 1.50390
H 3.15587 3.59361 2.64142
O -2.15872 4.54965 0.72229
H -3.03199 4.74912 1.19279
H -2.31569 4.61625 -0.27505
O -3.74273 -1.80637 -2.49833
H -3.56303 -1.08526 -1.81169
H -3.23591 -1.57156 -3.34198
O 0.61107 5.06038 0.73849
H -0.39529 5.15483 0.78408
H 0.87201 4.22186 1.24104
O 2.10456 -4.20562 -1.08889
H 1.92626 -3.21952 -1.22884
H 2.99032 -4.30075 -0.60916
O 1.32110 -2.73244 3.53433
H 0.86658 -3.53429 3.11696
H 1.30375 -2.84804 4.53936
O 0.66198 4.14311 -2.88552
H 0.58651 4.44399 -3.84861
H 0.99204 4.92580 -2.33576
O -0.12955 -4.94282 2.55206
H 0.03423 -5.88186 2.21276
H -1.12786 -4.77810 2.55413
O -1.12591 -1.77713 4.59498
H -1.64801 -2.63622 4.70964
H -0.31378 -1.97557 4.02505
O -1.87997 2.28113 -3.18112
H -2.18192 1.84306 -4.04175
H -0.90950 2.54727 -3.28655
O 2.03679 0.15386 -6.31604
H 2.79530 0.81092 -6.44519
H 1.49129 0.13083 -7.16790
O -1.29274 3.68254 3.62138
H -1.62757 3.67107 2.66665
H -1.30149 2.73267 3.96986
O 3.28414 2.59226 -3.51302
H 2.35267 2.87021 -3.23219
H 3.20943 2.06202 -4.37152
O -3.37527 0.40387 -1.10061
H -2.88807 0.87961 -1.84899
H -3.64228 1.09343 -0.40999
O -2.19866 -5.11192 -0.28141
H -2.40126 -5.17181 -1.27091
H -1.20872 -5.27626 -0.15188
```

Gap between HOMO and LUMO, eV: 8.4
E_LUMO, Eh: -0.0523

Here are the Mulliken charges for atoms 1 to 8, given in e: -0.690 -0.705 -0.624 -0.738 -0.372 0.413 0.177 -0.199